[1]
73
Properties=species:S:1:pos:R:3:mulliken_charge:R:1 method="wB97M-V/def2-TZVPD" total_charge=-1 energy_ev=-77415.233 orbital_gap_ev=8.68 spin_multiplicity=1
C 0.80 -1.35 4.74 -0.844
C 4.45 -0.31 -0.04 -0.767
H -1.90 2.12 -5.92 0.070
C -1.28 -1.04 6.01 -0.170
H -0.71 4.14 -8.66 0.340
H -1.88 -1.42 5.17 0.201
N -2.85 1.80 -6.09 -0.294
H -3.87 3.59 -5.51 0.191
C -3.05 3.82 -7.46 -0.800
C 3.52 -1.09 -0.70 0.078
C -1.50 -3.48 8.38 -0.731
S 2.11 0.76 -2.31 1.116
H -2.26 3.97 -3.57 0.323
H -0.41 -3.45 8.21 0.303
H 0.08 -2.53 6.23 0.131
C 5.70 0.33 2.00 0.909
H 4.96 0.48 -0.57 0.379
H -1.25 0.05 5.93 0.348
C 0.28 -2.08 3.51 -0.030
O 0.42 -3.49 3.58 -0.374
H -1.60 -3.69 3.99 0.299
O -2.21 -2.83 7.36 -0.355
H 0.82 -0.28 4.52 0.350
O -1.88 4.46 -6.98 -0.350
C -3.27 1.65 -3.58 -0.544
H -3.68 0.92 -2.87 0.349
H -1.70 -3.04 9.36 0.348
O -0.21 -1.09 -0.66 -0.640
O 3.09 1.81 -2.43 -0.709
C -0.68 4.03 -7.57 -0.729
H -1.41 -1.09 8.16 0.414
S -0.15 0.35 -0.82 1.007
F 6.96 0.13 1.50 -0.272
O -1.98 1.96 -3.12 -0.172
C -1.99 -1.42 7.29 -0.793
N 0.09 -1.54 6.01 -0.315
H -3.76 4.60 -7.76 0.387
O 1.25 0.48 -3.43 -0.633
H 2.49 -3.03 1.84 0.713
H -4.65 2.60 -6.75 0.371
H 0.87 -1.75 2.66 0.085
C 2.85 -2.10 -0.03 -0.603
H 1.84 -1.66 4.90 0.394
H 0.12 4.66 -7.18 0.247
C 3.07 -2.28 1.32 -0.680
H -0.76 -1.81 3.28 0.284
H -2.64 0.12 -4.91 0.381
F 2.55 -1.81 -2.74 -0.301
H -3.92 2.53 -3.53 0.353
C 3.98 -1.49 2.00 -0.817
O -0.86 1.16 0.14 -0.683
H -0.67 0.59 -2.03 0.042
F 4.34 -0.55 -2.85 -0.305
H -0.90 3.19 -4.42 0.228
C -0.65 -4.19 4.17 -0.612
C 3.19 -0.77 -2.13 0.731
H -0.45 2.98 -7.34 0.316
H -0.52 -4.31 5.26 0.168
N 1.35 0.89 -0.94 -0.369
H 2.11 -2.67 -0.55 0.417
H -4.30 0.64 -5.16 0.407
F 5.78 0.06 3.34 -0.295
C -3.68 2.96 -6.39 -0.211
F 5.44 1.65 1.87 -0.254
C -1.47 3.23 -3.48 -0.768
H -0.68 -5.18 3.72 0.282
H 4.15 -1.63 3.05 0.520
H -0.78 3.53 -2.69 0.317
C -3.29 1.00 -4.96 -0.792
C 4.69 -0.53 1.30 0.369
H -2.82 3.21 -8.34 0.406
H -1.82 -4.52 8.39 0.243
H -2.96 -0.93 7.32 0.393

[2]
62
Properties=species:S:1:pos:R:3:nbo_charge:R:1 method="wB97M-V/def2-TZVPD" total_charge=0 energy_ev=-33954.309 orbital_gap_ev=6.62 spin_multiplicity=1 smiles="C=CCC1=CC(=O)C(N=C(C)C)=CC1=O.COC[C@@H](C)N.COC[C@@H](C)N"
H -2.22 -1.59 1.14 0.176
H -4.32 0.47 2.33 0.166
H 1.46 1.78 -0.81 0.257
C -1.57 -0.81 0.74 -0.257
H -0.93 1.49 -4.46 0.262
C -4.57 -0.92 4.86 -0.076
C -6.72 -0.58 3.50 -0.616
H 6.90 0.82 -0.36 0.237
C -0.27 -3.65 1.57 -0.616
H -0.51 -4.05 -1.72 0.351
N 0.91 3.58 -3.27 -0.640
H -4.23 1.39 3.87 0.175
C 3.27 2.71 -4.34 0.483
H -6.89 0.32 4.11 0.203
H 7.48 3.06 -1.67 0.261
H 7.58 2.09 -3.36 0.238
C 2.43 3.43 -3.13 0.133
C 6.97 2.25 -2.35 -0.490
C -5.82 -1.57 4.22 -0.082
H 5.44 1.49 -4.65 0.253
C 6.75 0.82 -1.52 -0.197
H -4.92 -3.35 3.80 0.352
H 0.80 -1.90 -1.23 0.184
C 0.34 2.06 -1.11 -0.765
O 2.73 2.52 -5.54 -0.509
O 5.38 4.42 -0.68 -0.539
O -3.54 -0.58 3.93 -0.554
H -0.10 -4.70 1.86 0.222
H -4.75 -2.25 2.64 0.352
H -0.84 -0.51 1.50 0.176
H -2.20 0.05 0.50 0.186
C -0.09 1.12 -3.72 -0.734
H -0.37 1.16 -0.85 0.252
C 4.71 3.78 -1.67 0.500
H -4.12 -1.65 5.55 0.185
H -4.84 -0.05 5.47 0.167
H 0.10 3.05 -0.49 0.249
C -3.74 0.64 3.24 -0.250
H -1.69 -3.56 -0.75 0.355
C 0.29 -1.94 -0.26 -0.077
C 6.31 -0.34 -2.35 -0.432
C 4.81 2.23 -4.00 -0.284
H 6.09 -1.35 -1.76 0.220
H 2.37 4.45 -1.05 0.260
H 0.92 -1.41 0.45 0.168
H -6.33 -0.27 2.53 0.202
H -0.60 0.29 -3.04 0.227
C 5.43 2.75 -2.75 -0.003
H -7.71 -1.03 3.32 0.222
N -0.84 -4.12 -0.75 -0.820
H -6.40 -2.02 5.04 0.191
O -0.96 -1.26 -0.46 -0.562
C 3.06 3.96 -1.86 -0.312
H 0.33 -3.02 2.24 0.204
C 0.13 -3.44 0.12 -0.082
H -2.77 1.03 2.94 0.185
H -1.33 -3.45 1.76 0.204
H 0.84 0.64 -4.28 0.265
C 0.42 2.38 -2.75 0.588
H 6.24 -0.32 -3.53 0.214
H 1.11 -3.91 -0.02 0.191
N -5.44 -2.64 3.29 -0.821

[3]
63
Properties=species:S:1:pos:R:3:nbo_charge:R:1 method="wB97M-V/def2-TZVPD" total_charge=0 energy_ev=-36011.407 orbital_gap_ev=10.03 spin_multiplicity=1 smiles=c1ccncc1.c1ccncc1.c1ccncc1.CO.CO.CO.CO.CO
H 8.80 5.81 13.06 0.495
C 12.40 6.18 9.22 -0.264
H 12.48 5.67 10.14 0.171
H 11.40 5.82 15.13 0.212
O 11.04 6.68 9.13 -0.731
C 6.13 7.69 7.80 -0.171
C 7.68 8.52 12.98 0.034
C 6.81 8.74 15.47 -0.262
O 11.15 11.12 9.05 -0.717
H 6.49 10.86 15.17 0.228
H 4.86 8.90 6.49 0.222
C 7.13 7.51 14.93 0.034
H 8.83 6.29 10.58 0.162
C 7.43 7.52 8.28 -0.255
H 13.72 11.77 13.14 0.154
H 12.04 4.76 13.04 0.234
H 14.32 5.10 12.30 0.185
C 5.79 8.76 7.03 -0.263
H 9.31 8.54 8.48 0.212
C 7.37 9.82 13.45 -0.235
C 12.16 10.55 8.38 -0.258
H 7.15 6.56 15.49 0.199
C 12.33 6.12 14.76 -0.169
C 11.07 8.95 11.59 -0.277
O 11.84 11.72 14.03 -0.750
H 12.44 10.88 7.37 0.169
C 8.44 5.43 11.15 -0.257
N 7.93 9.70 7.48 -0.444
C 8.31 8.56 8.08 0.024
H 7.61 10.61 12.75 0.241
H 13.65 12.28 14.76 0.163
H 10.57 5.87 8.83 0.470
H 10.50 11.19 8.35 0.491
C 14.52 7.06 14.87 0.050
O 10.67 10.33 11.70 -0.754
H 15.21 7.65 15.42 0.189
H 11.20 8.58 10.55 0.185
H 12.69 5.45 8.45 0.172
O 9.09 5.18 12.38 -0.757
H 5.35 6.97 8.01 0.216
N 14.92 6.38 13.83 -0.422
C 12.69 5.45 13.58 -0.255
H 11.41 11.37 13.21 0.500
H 13.52 10.51 14.37 0.156
H 13.08 10.72 8.95 0.173
H 7.86 8.34 11.91 0.198
H 8.74 4.53 10.54 0.170
H 11.04 10.69 10.91 0.497
H 7.37 5.43 11.31 0.177
H 12.03 8.69 12.04 0.171
H 7.69 6.67 8.94 0.222
C 13.20 11.48 14.05 -0.240
N 7.54 7.40 13.69 -0.475
C 6.71 9.79 6.94 0.043
C 6.85 9.89 14.73 -0.171
H 12.07 9.46 8.25 0.156
H 10.28 8.29 12.02 0.181
H 6.43 10.68 6.35 0.193
H 6.34 8.66 16.47 0.221
C 13.18 7.02 15.34 -0.262
C 13.99 5.60 13.17 0.012
H 12.76 7.60 16.15 0.223
H 13.17 6.95 9.26 0.187

[4]
72
Properties=species:S:1:pos:R:3:mulliken_charge:R:1 method="wB97M-V/def2-TZVPD" total_charge=+1 energy_ev=-61959.526 orbital_gap_ev=9.02 spin_multiplicity=1
C -0.38 0.18 -2.18 -0.459
H -2.49 3.26 -5.64 0.347
C -2.54 -1.17 2.21 0.564
H 1.80 -2.59 -2.95 0.257
H 3.49 -5.07 3.77 0.379
H 0.83 2.66 -1.46 0.327
H -0.99 4.95 7.14 0.381
F -3.28 -0.27 -3.58 -0.232
O 0.62 -2.60 -4.70 -0.544
C 1.07 -3.70 0.45 0.463
C 2.61 -4.15 2.04 0.466
H -1.16 -2.35 1.07 -0.083
O 1.13 4.87 4.51 -0.374
O -2.00 1.22 -5.66 -0.287
H 1.57 -0.30 -1.32 0.249
O 0.55 -3.59 -0.61 -0.467
H 1.35 0.87 0.99 0.394
F -2.55 -1.55 -5.22 -0.198
C 0.99 -3.15 -3.40 -0.691
H -3.42 2.21 -6.70 0.279
C -0.04 5.12 6.64 -1.477
H 0.24 6.16 6.75 0.364
C 0.84 1.67 0.46 0.099
H 0.73 4.52 7.12 0.361
O 1.80 -0.68 -5.34 -0.455
O -3.63 -0.98 2.72 -0.588
H -1.78 2.62 -7.15 0.298
H 1.31 -4.18 -3.54 0.407
H -0.89 2.06 1.64 0.268
C 1.15 3.96 3.51 0.559
C -0.15 4.76 5.17 0.508
H -1.93 -0.11 0.21 0.500
H 3.36 -3.37 1.91 0.232
B 0.74 -1.27 -4.75 0.757
O 0.11 3.11 3.61 -0.168
F -2.24 -2.12 -3.13 -0.157
H -2.88 -2.66 0.79 0.291
O -1.59 -0.15 2.23 -0.356
H 2.48 -6.16 2.80 0.358
O 2.11 -4.51 0.73 -0.370
H 0.13 -3.15 -2.76 0.297
H -2.06 -3.22 2.30 0.317
C -0.68 1.54 0.71 -0.901
H 0.72 -4.35 3.12 0.328
H -0.31 -0.58 0.62 0.055
H -1.57 3.13 4.85 0.357
C 1.09 0.52 -1.84 -0.356
H 1.72 0.28 -5.35 0.304
O 1.98 3.92 2.65 -0.542
C 3.20 -5.34 2.75 -1.499
H -1.22 2.17 -4.02 0.564
P -0.66 -0.17 -3.92 0.414
H -1.04 0.99 -1.87 0.603
C -2.43 2.42 -6.31 -0.783
H 1.15 2.59 0.95 0.033
H -1.26 2.03 -0.06 0.522
C -0.95 1.44 -4.79 -0.801
C 1.36 -3.58 2.68 -0.639
H 1.63 0.68 -2.77 0.508
O 0.68 -3.00 1.55 -0.180
C -2.13 -2.45 1.54 -0.355
H 1.57 -2.82 3.43 0.394
C -2.31 -1.09 -4.00 0.615
C -1.11 0.09 0.90 -0.110
H 4.07 -5.71 2.22 0.371
H -0.69 -0.70 -1.62 0.089
H -0.05 2.63 5.61 0.289
H -0.84 5.44 4.67 0.255
C 1.27 1.78 -0.99 -1.705
H 2.34 1.98 -0.98 0.466
C -0.50 3.32 4.90 -0.559
H -0.02 1.74 -5.28 0.450

[5]
68
Properties=species:S:1:pos:R:3:nbo_charge:R:1 method="wB97M-V/def2-TZVPD" total_charge=+1 energy_ev=-265621.290 orbital_gap_ev=9.56 spin_multiplicity=1
Si 4.20 0.54 -0.16 1.864
H 1.59 -1.36 -0.33 0.199
C -3.73 0.27 2.79 -0.083
H -3.48 -2.23 0.93 0.224
H 0.05 -2.32 1.73 0.239
C -1.28 0.92 -2.09 -0.540
O -0.41 2.79 -0.90 -0.466
C -1.11 2.63 2.39 -0.723
H -0.20 -0.88 -2.11 0.209
H 2.89 0.08 -2.21 0.227
C -2.41 2.17 2.96 0.799
Br -0.13 3.72 -4.48 0.092
H 1.06 3.08 -6.54 0.233
H -0.55 3.13 3.16 0.261
H -2.72 -0.38 -0.59 0.242
C -2.50 -2.41 1.35 -0.219
O -3.33 2.93 3.19 -0.545
H 6.46 0.94 -1.07 0.241
H 2.29 1.55 -1.52 0.245
H 4.60 -1.61 -1.22 0.242
H -4.03 -1.28 4.21 0.237
H -4.54 0.79 3.28 0.228
C 3.20 0.98 -1.70 -1.155
H 0.83 -0.36 2.38 0.201
H -0.51 1.82 2.02 0.203
O 3.52 1.10 1.27 -0.859
H 5.70 2.44 -0.46 0.242
C -0.73 -0.30 -1.36 0.097
O -2.49 0.82 3.21 -0.563
H -2.82 -1.68 -2.53 0.268
C -3.81 -1.19 3.15 -0.421
C 5.86 1.39 -0.29 -1.125
C 0.84 -0.90 0.31 0.077
H 6.34 1.31 0.68 0.247
H -4.67 -1.60 2.63 0.216
C 1.06 2.66 -5.55 -0.496
C -2.42 -2.18 -1.66 -0.548
C 1.55 -0.36 1.55 -0.451
H -1.67 -1.47 3.13 0.222
C -0.13 -2.03 0.70 -0.243
H 5.41 -1.62 0.32 0.253
Br 0.42 0.84 -5.70 0.078
C 2.11 1.06 1.43 -0.074
H -0.61 1.18 -2.90 0.279
Br 2.86 2.72 -4.90 0.111
Cl -2.97 2.48 -0.51 -0.073
H 2.34 -1.03 1.83 0.249
N -1.52 -1.51 0.64 -0.363
C -1.38 -3.14 -2.20 0.406
H -2.60 -2.90 3.42 0.244
H 1.90 1.57 2.36 0.193
H 3.82 1.56 -2.37 0.253
O -1.14 -3.19 -3.40 -0.465
C -1.35 2.12 -1.18 0.570
H -1.51 -0.65 1.20 0.455
H -1.30 3.34 1.59 0.264
O 0.19 0.14 -0.39 -0.520
H -3.24 -2.75 -1.23 0.250
H -0.85 -3.84 -1.53 0.123
C 4.50 -1.32 -0.18 -1.140
H -2.23 0.66 -2.53 0.239
H -0.02 -2.92 0.10 0.225
C -1.91 -1.08 -0.74 -0.053
H -3.87 0.45 1.72 0.161
C -2.57 -2.00 2.82 -0.427
H -2.20 -3.44 1.23 0.232
H 1.64 1.63 0.64 0.199
H 3.68 -1.91 0.21 0.209

[6]
70
Properties=species:S:1:pos:R:3:nbo_charge:R:1 method="wB97M-V/def2-TZVPD" total_charge=0 energy_ev=-109036.275 orbital_gap_ev="7.83 / 7.83" spin_multiplicity=2
C -1.77 -3.23 1.64 -1.131
H -0.95 -2.53 1.82 0.249
N -1.90 0.64 3.02 -0.541
Si -1.82 -3.74 -0.17 1.632
O 0.14 2.03 1.09 -0.829
H -0.27 -5.71 -0.02 0.235
O -3.08 3.45 0.43 -0.929
H -1.65 -4.07 2.32 0.238
C 3.32 5.84 0.88 -0.169
C 2.69 -1.23 2.81 -0.705
H -2.43 2.69 2.67 0.265
H -2.70 -2.71 1.91 0.236
H 2.53 0.40 -3.33 0.243
H -1.78 -2.52 -2.34 0.245
H 2.91 -0.87 -4.51 0.237
C 1.59 4.33 1.55 -0.162
C -0.57 0.13 -2.75 -1.138
N -2.56 0.99 0.13 -1.159
H -0.25 1.16 -2.63 0.265
H -1.64 0.11 -2.90 0.250
O 3.29 3.03 -1.41 -0.681
H -2.71 -1.63 -1.13 0.256
C 1.90 3.49 0.49 -0.225
N -2.62 0.53 5.08 -0.505
H -2.86 0.16 5.98 0.425
H 2.69 2.25 -1.36 0.511
C 2.30 5.50 1.76 -0.275
H 0.68 -0.29 -6.57 0.235
O 1.46 1.45 -0.63 -0.760
S -2.80 2.34 -0.48 1.400
H 0.20 -3.12 -3.50 0.234
H 0.42 1.24 -5.72 0.239
H -1.06 -2.66 -4.65 0.233
H -3.50 -4.96 -1.56 0.236
C -2.86 1.82 4.66 -0.102
C 1.51 -0.32 2.65 0.718
H 0.59 -4.27 -0.56 0.239
H 0.90 1.58 2.83 0.441
H 2.48 1.29 3.45 0.402
H -0.44 -5.16 -1.68 0.237
C 1.11 2.23 0.29 0.793
N 1.59 0.92 3.17 -0.794
H 4.42 5.29 -0.88 0.222
H 3.17 -1.33 1.84 0.254
H 2.48 -1.30 -2.84 0.240
H -0.94 0.16 -6.04 0.235
H -1.75 -1.17 4.12 0.217
C 2.94 3.83 -0.39 0.352
O 0.49 -0.72 2.08 -0.704
H 0.58 -2.93 -5.21 0.241
H 2.06 6.14 2.60 0.211
C -3.42 -4.70 -0.51 -1.102
H 0.78 4.06 2.21 0.222
Si 0.43 -0.70 -4.13 1.628
H 2.36 -2.22 3.12 0.243
C 3.63 5.02 -0.19 -0.285
Co -1.15 0.37 1.07 1.095
C -0.01 -2.52 -4.39 -1.117
C -2.05 -0.14 4.06 0.194
H -3.46 -5.62 0.07 0.234
H -3.31 2.56 5.28 0.228
H -4.30 -4.10 -0.24 0.236
H 3.87 6.76 1.02 0.211
C -2.41 1.87 3.37 -0.073
C 2.26 -0.61 -3.66 -1.115
H 3.41 -0.84 3.54 0.218
C 0.11 0.19 -5.77 -1.106
Te -0.14 -0.90 -0.92 0.730
C -1.81 -2.22 -1.29 -1.185
C -0.34 -4.82 -0.65 -1.111

[7]
68
Properties=species:S:1:pos:R:3:nbo_charge:R:1 method="wB97M-V/def2-TZVPD" total_charge=+1 energy_ev=-49348.492 orbital_gap_ev=8.16 spin_multiplicity=1
H 2.42 2.76 5.91 0.200
C 4.03 -2.75 0.89 -0.398
C -2.73 0.44 -4.87 0.632
H -1.59 -0.62 0.31 0.507
C 2.66 -2.20 1.29 -0.399
H -0.54 3.49 5.56 0.206
C -3.69 -0.59 -4.17 0.571
C -3.01 2.90 -3.35 -0.119
H 5.02 -4.37 -0.10 0.209
H -0.75 0.89 -4.80 0.465
C 2.15 -1.04 -0.93 -0.608
H 2.31 -0.06 -0.49 0.203
H 0.60 0.91 1.32 0.178
C 3.41 -5.22 1.03 -0.611
C 4.00 -4.10 0.18 -0.398
F -1.68 -1.70 -3.65 -0.323
C 0.10 1.65 4.66 -0.396
O -1.65 -3.13 -1.22 -0.453
C -2.98 -1.21 -1.72 0.538
N -1.52 0.98 -4.13 -0.588
H -0.98 2.59 -2.88 0.245
H 1.39 -0.94 -1.72 0.171
H 1.59 4.15 6.61 0.216
C -2.98 -1.61 -3.21 0.579
F -2.58 0.11 -1.66 -0.364
C 1.92 1.69 2.84 -0.401
C -2.04 -2.07 -0.85 0.714
O -2.92 0.84 -5.95 -0.343
F -4.23 -1.29 -1.24 -0.271
H -2.90 3.78 -2.73 0.228
H -1.24 3.05 -4.54 0.259
H 0.73 -1.69 0.54 0.187
H 2.07 0.78 4.78 0.211
C 1.45 3.12 6.26 -0.611
H 1.16 2.52 7.12 0.207
H 3.44 -4.02 -0.76 0.187
C -5.07 3.35 -4.41 0.638
O -5.78 3.38 -5.35 -0.480
H 3.43 -6.17 0.49 0.216
O -1.84 -1.55 0.36 -0.646
H -0.25 1.04 5.50 0.209
H 4.55 -2.03 0.25 0.197
H 4.65 -2.84 1.79 0.210
H 0.68 3.71 4.34 0.188
C -1.63 2.45 -3.73 -0.233
C 1.68 -2.03 0.14 -0.402
H -5.42 3.40 -3.37 0.115
C 0.97 1.88 1.67 -0.611
H -0.73 1.69 3.95 0.188
H 2.81 -1.23 1.78 0.198
F -4.24 -1.27 -5.17 -0.256
H 1.48 -3.00 -0.33 0.207
H -3.51 2.15 -2.74 0.205
C 1.30 0.95 4.02 -0.400
H 0.10 2.49 1.95 0.203
C 0.39 3.07 5.17 -0.399
H 3.07 -1.36 -1.41 0.218
H 3.97 -5.34 1.96 0.207
H 0.98 -0.04 3.69 0.198
H -1.26 0.42 -3.32 0.457
H 2.36 -5.03 1.29 0.198
F -4.63 0.12 -3.52 -0.293
H 2.21 -2.85 2.05 0.210
H 2.79 1.13 2.50 0.205
H 2.31 2.67 3.16 0.205
F -3.59 -2.79 -3.32 -0.254
O -3.72 3.18 -4.54 -0.529
H 1.47 2.38 0.84 0.205